1.
{"formula": "C6H12N", "method": "ωB97M-V with the def2-TZVPD basis set", "total_charge": 1, "lumo_ev": -3.998, "max_force_ev_per_a": 2.04, "smiles": "CCC1=[NH+]CCC1", "relative_energy_kcal_mol": 0.0, "symbols": ["C", "C", "C", "N", "C", "C", "C", "H", "H", "H", "H", "H", "H", "H", "H", "H", "H", "H", "H"], "positions_angstrom": [[-1.132263, -2.107961, -0.061122], [0.333536, -1.693815, -0.365041], [0.423237, -0.243285, -0.216251], [1.157510, 0.310715, 0.681965], [1.015233, 1.781268, 0.697860], [-0.447443, 1.830671, 0.242450], [-0.291452, 0.830850, -0.951166], [-1.135049, -2.967809, 0.592882], [-1.656855, -1.314846, 0.457457], [-1.673410, -2.343671, -0.966910], [0.657876, -2.031097, -1.340089], [0.958097, -2.129047, 0.405129], [1.731089, -0.228000, 1.321298], [1.076039, 2.128442, 1.720581], [1.645367, 2.274223, -0.028462], [-0.865448, 2.796892, 0.013969], [-1.030044, 1.254373, 0.948113], [0.412005, 1.288144, -1.645678], [-1.178025, 0.563954, -1.506986]], "forces_ev_per_angstrom": [[0.2, 0.1, -0.2], [-0.6, -0.3, 0.7], [0.5, 0.1, -0.7], [0.5, 0.1, 0.0], [-1.7, -0.2, 1.1], [0.5, -0.9, -1.2], [-0.4, 0.7, 0.2], [0.0, -0.2, 0.0], [-0.2, 0.1, 0.1], [-0.1, 0.0, -0.1], [0.1, 0.0, -0.3], [0.4, -0.3, -0.1], [0.1, 0.2, -0.1], [0.7, 0.3, 0.0], [0.5, 0.1, 0.1], [0.0, 0.2, -0.1], [-0.5, 0.6, 0.6], [0.2, -0.1, -0.4], [-0.2, -0.3, 0.1]]}

2.
{"formula": "C6H12N", "method": "ωB97M-V with the def2-TZVPD basis set", "total_charge": 1, "lumo_ev": -6.761, "max_force_ev_per_a": 4.21, "relative_energy_kcal_mol": 169.8, "symbols": ["C", "C", "C", "C", "C", "C", "N", "H", "H", "H", "H", "H", "H", "H", "H", "H", "H", "H", "H"], "positions_angstrom": [[-0.276034, 2.032357, -1.431854], [-0.848856, 1.438575, -0.161534], [-1.120161, -0.031511, 0.027115], [0.102155, -0.693371, 0.702457], [-0.034185, -1.067593, 1.965594], [1.310974, -0.654851, -0.223539], [0.913456, -1.747405, -0.829722], [-0.940572, 2.754126, -1.889436], [-0.083388, 1.189054, -2.097294], [0.701440, 2.480793, -1.259406], [-1.686921, 2.033932, 0.200217], [0.096218, 1.636642, 0.679354], [-1.217985, -0.559393, -0.925842], [-2.040418, -0.206552, 0.575409], [-0.942127, -0.725335, 2.430409], [0.723547, -1.650046, 2.462257], [2.366028, -0.549823, 0.034150], [0.366552, 1.948600, 1.339965], [1.657559, -2.458776, -0.840256]], "forces_ev_per_angstrom": [[0.8, -1.1, 0.4], [-2.8, 0.1, -2.1], [1.2, -0.1, 0.6], [-1.3, 3.1, -0.5], [0.7, -0.1, -0.5], [-1.0, -4.0, 0.9], [1.2, 0.2, 0.4], [-0.2, 0.1, 0.2], [0.0, 0.2, -0.2], [0.0, 0.3, -0.1], [0.4, 0.2, 0.6], [1.2, 0.0, 0.6], [0.1, 0.4, -0.3], [0.1, 0.2, 0.3], [-0.2, -0.7, 0.5], [0.1, 0.3, 0.5], [-0.1, 0.5, 0.2], [-0.4, 0.0, 0.1], [0.2, 0.3, -1.4]]}

3.
{"formula": "C6H12N", "method": "ωB97M-V with the def2-TZVPD basis set", "total_charge": 1, "lumo_ev": -3.144, "max_force_ev_per_a": 0.83, "relative_energy_kcal_mol": 57.3, "symbols": ["C", "C", "C", "C", "C", "C", "N", "H", "H", "H", "H", "H", "H", "H", "H", "H", "H", "H", "H"], "positions_angstrom": [[-3.804913, 0.825419, -0.014584], [-3.407716, -0.015445, 0.741765], [0.942154, 0.971141, -0.253750], [0.379543, -0.228122, -0.252327], [2.255071, 1.274179, 0.384434], [0.908815, -1.465373, 0.385949], [-0.923598, -0.423004, -0.958830], [-4.207150, 1.558370, -0.652664], [-3.143376, -0.723391, 1.473582], [0.440867, 1.800848, -0.737649], [3.018630, 0.576457, 0.049515], [2.185956, 1.195879, 1.467773], [2.572539, 2.280799, 0.139864], [1.521690, -2.035910, -0.314545], [0.103842, -2.101737, 0.741511], [1.536713, -1.212631, 1.236250], [-1.776551, -0.177816, -0.372080], [-1.003835, -1.407327, -1.243080], [-0.954007, 0.162618, -1.802682]], "forces_ev_per_angstrom": [[0.2, -0.5, 0.4], [-0.3, 0.5, -0.2], [-0.4, -0.1, -0.2], [0.1, 0.2, 0.1], [0.0, -0.1, 0.1], [0.1, 0.0, -0.1], [-0.1, 0.1, 0.1], [-0.2, 0.4, -0.4], [0.1, -0.4, 0.4], [-0.1, 0.0, -0.1], [0.1, 0.0, 0.0], [0.0, 0.0, 0.1], [0.1, 0.1, 0.0], [0.0, -0.1, 0.0], [-0.1, -0.2, 0.1], [0.0, 0.0, 0.0], [0.7, -0.1, -0.5], [-0.1, 0.3, 0.0], [-0.1, -0.2, 0.2]]}